1.
Molecular formula: C26H56NO16S
Method: DFT, the ωB97M-V functional and the def2-TZVPD basis

Geometry (Å):
1 S 1.9440 6.7600 54.1720
2 O 5.3390 5.7910 58.1500
3 O 7.5110 5.9830 53.4250
4 O 1.4430 1.7830 52.0500
5 O 3.4960 5.9290 49.2480
6 O 6.1140 7.6810 50.2390
7 O 8.5960 7.0110 55.1680
8 O 4.0830 1.6600 49.0760
9 O 5.1460 2.6960 50.7730
10 O 1.9680 5.3820 53.8140
11 O 0.9830 7.3540 53.4310
12 O 6.8460 6.5580 48.3710
13 O 5.1150 1.9040 54.8000
14 O 4.3980 0.1670 53.3690
15 O 3.1970 7.3350 53.9390
16 O 0.4590 2.5480 50.2120
17 O 1.6020 6.9650 55.5210
18 N 4.6110 5.4960 52.1680
19 C 6.4450 1.4890 49.0670
20 C 6.1800 7.5210 49.0040
21 C 8.2770 4.6500 48.4780
22 C 8.3530 4.8230 53.2690
23 C 2.8240 2.1950 49.2890
24 C 4.2700 1.2840 53.9150
25 C 6.3640 1.4500 55.1470
26 C 8.0540 6.0770 49.0570
27 C 5.2020 8.1820 48.1650
28 C 7.7620 7.0610 54.3100
29 C 6.9370 8.1830 53.9730
30 C 4.4830 3.6230 58.9250
31 C 3.6140 4.8660 56.7340
32 C 3.0310 2.0420 53.5990
33 C 0.1100 1.3210 49.5240
34 C 4.5610 4.7780 57.9630
35 C 6.9110 2.2740 56.2530
36 C 1.1350 2.7830 51.3450
37 C 1.4710 4.1790 51.7510
38 C 2.1910 2.2040 47.7940
39 C 7.7300 3.5600 52.5520
40 C 1.3440 5.9080 48.0510
41 C 2.2380 6.3560 49.1200
42 C 5.1700 2.0360 49.7420
43 C -0.8390 1.6360 48.4500
44 C 1.7280 7.4250 50.0130
45 H 7.1150 1.3080 54.3350
46 H 7.4590 8.9390 54.3210
47 H 1.0710 6.8040 47.5710
48 H 3.4970 3.8270 59.4180
49 H 2.6910 7.7680 50.6080
50 H -0.7120 2.5290 47.7420
51 H 4.9760 7.6060 47.2840
52 H 8.8700 6.6150 48.8340
53 H 1.4450 4.9330 50.8450
54 H 4.2480 2.5880 58.4600
55 H 9.2970 4.2490 48.6100
56 H 4.3400 8.3990 48.6970
57 H 2.8160 2.5690 47.2580
58 H 7.0760 3.2800 56.0840
59 H 3.4930 3.9380 56.0840
60 H 4.9260 5.4460 53.1750
61 H 1.0340 1.0110 49.1640
62 H 6.6150 3.4530 52.8610
63 H 4.0580 5.5010 56.0180
64 H 1.5610 8.2430 49.4900
65 H 6.3850 8.3730 52.9620
66 H 6.2270 2.2740 57.2030
67 H 0.4950 5.2280 48.3440
68 H 7.2790 3.9290 48.8000
69 H 7.1420 1.9580 49.5890
70 H 6.0350 8.2390 54.6290
71 H 2.8780 2.1510 52.4100
72 H 8.8000 4.4990 54.2780
73 H 2.9300 3.0650 53.8900
74 H 1.2640 2.7660 47.9650
75 H 5.4460 3.6970 59.5030
76 H 8.2140 4.6990 47.4710
77 H 0.9110 4.5430 52.5810
78 H -0.1730 1.0550 50.5350
79 H 2.4620 5.3350 56.8440
80 H 2.2260 1.3540 54.0170
81 H 7.7490 3.8010 51.4590
82 H 8.5790 2.7700 52.8550
83 H 6.4630 1.8520 48.1050
84 H 1.0720 6.9750 50.7160
85 H 5.5690 8.9560 47.6300
86 H 6.3590 0.4070 55.4910
87 H 4.7090 6.4160 52.1030
88 H 2.1900 1.2420 47.6300
89 H 7.8840 1.8250 56.5190
90 H -0.8720 0.5870 48.1160
91 H 2.0180 5.4650 47.3420
92 H 3.6470 5.0890 51.9430
93 H 2.5890 3.8780 52.0610
94 H -1.8600 1.8710 48.7670
95 H 8.1660 6.2330 49.9860
96 H 2.6580 3.2370 49.5190
97 H 5.3470 5.0010 51.6080
98 H 9.2680 5.0420 52.7320
99 H 2.2660 1.5360 49.8920
100 H 6.4930 0.4380 49.1080

The LUMO energy comes out at 1.90 eV. Its charge is -1. The calculation puts the energy relative to the best compared isomer or geometry (same formula, charge and spin) at 0.0 kcal per mole. The calculation puts the HOMO-LUMO gap at 5.15 eV.

=====

2.
Molecular formula: C26H57ClN2O10S
Method: DFT, the ωB97M-V functional and the def2-TZVPD basis

Geometry (Å):
1 Cl -3.3043 4.2726 -2.0974
2 S -3.9575 -0.1171 -2.8514
3 O -5.3468 2.9604 0.2527
4 O 3.2762 -4.5559 6.6068
5 O -5.3370 -0.8319 -2.7491
6 O -2.5769 -0.9558 -2.2936
7 O -3.8663 1.0930 -1.6209
8 O 3.2749 2.0280 -3.2867
9 O -0.3852 -3.4340 4.1826
10 O -3.9319 0.3203 -4.3357
11 O 4.9270 1.9966 -7.5070
12 O -0.0542 -0.8619 -2.1974
13 N 3.0714 3.7669 -5.9145
14 N 0.5748 -3.3408 7.1894
15 C -2.7028 0.8754 -0.6957
16 C -0.6610 -1.1088 -0.8608
17 C 1.3609 -0.5282 -1.9445
18 C -2.2951 -0.7428 -0.8305
19 C 0.9619 -3.8508 4.0191
20 C 3.9476 -3.3045 6.5602
21 C -1.0523 -4.0079 5.3084
22 C -4.3307 2.9236 2.5374
23 C -3.1645 -2.1998 1.3866
24 C 3.5537 3.4241 -3.4084
25 C 4.4503 4.0735 -6.3080
26 C -4.5260 -1.7925 2.2722
27 C 2.5212 -4.7522 7.8097
28 C 3.8744 1.2790 -8.1366
29 C -2.0942 2.8945 -2.4977
30 C -3.2834 -1.8640 -0.1836
31 C 4.8118 3.4183 -7.6507
32 C -0.7837 -3.2737 6.6392
33 C -1.6378 2.0072 -1.1973
34 C 1.0125 -4.7009 7.5197
35 C -4.0162 2.7217 0.9054
36 C -3.4792 1.1805 0.7553
37 C -1.8983 -1.6218 2.2209
38 C -0.7086 3.6899 -2.9983
39 C 4.0033 1.2004 -4.1810
40 C 2.7577 4.1285 -4.5275
41 H 2.7680 -5.7576 8.1686
42 H 5.8010 3.7792 -7.9538
43 H 3.4353 1.0578 -5.1019
44 H -1.3729 -0.6711 1.7958
45 H -2.1223 -3.9095 5.0991
46 H -3.1165 -3.3897 1.4879
47 H -4.7937 -2.5983 3.0822
48 H 2.9411 1.3889 -7.5814
49 H 2.9071 2.7702 -6.0263
50 H 5.1642 3.7100 -5.5629
51 H 1.6954 3.8987 -4.3793
52 H 5.0005 1.5944 -4.3997
53 H -1.0048 -2.2103 6.4863
54 H 4.1181 0.2156 -3.7176
55 H -1.4416 2.7906 -0.3175
56 H 3.7363 1.6052 -9.1731
57 H -2.8108 0.9582 1.6883
58 H 1.2113 -3.7892 2.9553
59 H 4.5255 -3.1299 7.4741
60 H 4.5663 5.1588 -6.3943
61 H -2.4153 2.2548 -3.4416
62 H -0.1104 -0.4984 -0.0002
63 H -0.8598 -5.0849 5.3702
64 H 0.4646 -5.0504 8.4007
65 H -4.2123 -0.8165 2.8825
66 H -0.5619 -2.2473 -0.5842
67 H 3.2378 3.8719 -2.4607
68 H 1.4034 0.5845 -1.5786
69 H 4.1024 3.7001 -8.4424
70 H -4.4607 0.5029 0.7015
71 H -4.4240 -1.5970 -0.4142
72 H 2.8058 -4.0421 8.5997
73 H 4.6326 3.6034 -3.4762
74 H -0.4227 3.4040 -4.1214
75 H -5.9318 3.4998 0.8853
76 H -0.8620 4.8651 -3.0147
77 H -2.1846 -1.4553 3.3642
78 H -1.0671 -2.4782 2.2425
79 H 2.8606 5.2142 -4.4137
80 H 1.1257 -4.8809 4.3503
81 H 4.1423 0.2189 -8.1421
82 H -5.4319 -1.4850 1.5982
83 H 2.0141 -0.6057 -2.9286
84 H -0.5534 1.5911 -1.4587
85 H -5.3821 2.4776 2.8467
86 H 1.2128 -2.9426 6.5057
87 H -3.0926 -2.8756 -0.7886
88 H 4.6392 -3.3217 5.7135
89 H -4.3742 4.0757 2.7408
90 H -3.2365 3.5536 0.6456
91 H 0.8133 -5.3915 6.6949
92 H -1.4898 -3.6331 7.3973
93 H 1.6294 -3.1666 4.5456
94 H 0.2041 3.4935 -2.2647
95 H 3.2402 -2.4883 6.4023
96 H 1.8241 -1.2086 -1.0880
97 H -3.4723 2.4774 3.2100

The LUMO energy comes out at 0.35 eV. Its structure (SMILES) is COC[C@]1(CC(C)C)OS(=O)(=O)O[C@]1(C[C@H](C)O)C[C@H](C)Cl.COCCNCCOC.COCCNCCOC. The calculation puts the HOMO-LUMO gap at 9.19 eV.

=====

3.
Molecular formula: C26H57F2N4O6S2
Method: DFT, the ωB97M-V functional and the def2-TZVPD basis

Geometry (Å):
1 S 2.0203 -5.0211 -0.4080
2 S 2.7421 -7.2196 -1.3093
3 F 1.0129 -3.8644 -0.9033
4 F 2.1806 -8.2630 -2.3876
5 O -0.6759 -1.2742 -0.5937
6 O 1.0567 -0.7813 0.7434
7 O 4.0738 -7.0016 -1.7731
8 O 1.4117 -5.3788 0.8323
9 O 2.4810 -7.8977 -0.0867
10 O 3.2951 -4.3700 -0.3804
11 N 2.9733 0.0832 -2.5981
12 N -4.4335 -0.0763 0.7087
13 N 0.8175 2.7861 2.4037
14 N 1.7416 -6.0192 -1.6295
15 C 0.9415 3.9073 3.3995
16 C -0.1502 2.7917 0.2095
17 C 3.1277 -1.4204 -2.3891
18 C -3.3673 0.7034 -2.9954
19 C 1.5446 0.4277 -2.9577
20 C 3.2557 0.7632 -1.2990
21 C -0.5101 2.8440 1.6790
22 C -5.2797 1.1239 0.9609
23 C -0.0121 1.9753 -4.1680
24 C 1.1878 3.5003 0.1474
25 C 0.1002 1.1262 4.2334
26 C 1.9136 2.8927 1.3416
27 C 0.4088 -0.2528 4.8129
28 C 4.6293 -1.6098 -2.2471
29 C 1.4039 1.7785 -3.6359
30 C -0.5403 -2.2928 1.5872
31 C -5.1708 -1.3006 1.2584
32 C -4.4927 -1.6403 2.5974
33 C 5.2616 -0.4021 -2.9953
34 C -4.1367 -0.2655 -0.7638
35 C 4.0796 0.3990 -3.5506
36 C 0.0073 -1.4305 0.4436
37 C -3.8238 0.9805 -1.5434
38 C -3.1759 0.0099 1.5432
39 C -3.6029 -0.4300 2.9246
40 C 1.0495 1.4599 3.1022
41 H 2.0828 1.4433 3.4536
42 H 2.7522 -1.8437 -3.3210
43 H -5.2631 -1.7948 3.3483
44 H 0.9684 0.6860 2.3241
45 H 1.1744 4.5888 0.2362
46 H -0.5210 -1.7287 2.5178
47 H 2.4631 0.5490 -0.5795
48 H -5.5112 1.1936 2.0176
49 H -1.1147 2.0062 2.0143
50 H 0.1104 -3.1675 1.6600
51 H -0.0804 1.5382 -5.1646
52 H -0.3276 3.0138 -4.2395
53 H -4.7812 1.9881 0.5410
54 H 0.7940 4.8203 2.8258
55 H -6.2137 0.9545 0.4250
56 H -1.0347 3.7538 1.9633
57 H -4.1095 0.3261 3.5296
58 H -0.7176 1.4374 -3.5313
59 H 2.4450 -1.6633 -1.5739
60 H 2.1538 1.9457 -4.4083
61 H -1.5409 -2.6511 1.3356
62 H 1.9516 3.8795 3.7954
63 H -2.9122 1.4006 -1.1022
64 H 1.7188 3.3048 -0.7832
65 H 2.6676 3.5787 1.7158
66 H 0.9867 0.3765 -2.0218
67 H -3.4438 -1.1094 -0.8166
68 H -0.9494 3.2245 -0.3972
69 H -0.9288 1.0769 3.8616
70 H 2.2526 1.8803 1.1485
71 H -2.8133 1.0309 1.4491
72 H -4.1141 0.7401 -3.7818
73 H 1.2192 -0.4281 -3.5527
74 H 4.9479 -2.5196 -2.7506
75 H 0.6105 -1.0336 4.0754
76 H -2.6973 1.5433 -3.1984
77 H 3.3130 1.8303 -1.5119
78 H 0.1684 3.7766 4.1457
79 H 5.9415 -0.7202 -3.7792
80 H -4.6365 1.7010 -1.5511
81 H 4.2577 1.4721 -3.5274
82 H -5.0433 -0.7458 -1.1563
83 H -0.0677 1.7705 -0.1799
84 H 0.1933 1.8441 5.0490
85 H 1.6401 2.5079 -2.8516
86 H 1.3972 -0.2041 5.2891
87 H 3.7595 0.0974 -4.5471
88 H -5.0776 -2.1538 0.5937
89 H -2.7738 -0.7450 3.5593
90 H 4.2062 0.4303 -0.8979
91 H -0.2985 -0.6130 5.5530
92 H -3.8293 -2.4969 2.5082
93 H 5.8207 0.2172 -2.2952
94 H -2.5058 -0.7407 1.1201
95 H -6.2042 -0.9955 1.3828
96 H 4.8884 -1.7422 -1.1993
97 H -2.7200 -0.1721 -3.0332

The LUMO energy comes out at -2.74 eV. Its charge is +1. The calculation puts the HOMO-LUMO gap at 6.79 eV.

=====

4.
Molecular formula: C26H58Cl22P2
Method: DFT, the ωB97M-V functional and the def2-TZVPD basis

Geometry (Å):
1 Cl 8.1951 2.1294 5.3922
2 Cl 4.1387 -5.4513 -0.3454
3 Cl 6.0652 -0.2861 6.5280
4 Cl -2.2420 2.2552 0.0474
5 Cl -2.0068 -1.6359 -9.7204
6 Cl -7.2027 -3.6949 7.9359
7 Cl 7.9222 3.5036 0.7853
8 Cl -3.9911 4.5173 -7.2989
9 Cl -3.4332 6.2237 4.2920
10 Cl -1.2614 2.0401 3.2241
11 Cl 0.0936 -3.6263 -4.0889
12 Cl -4.1892 3.2468 5.7744
13 Cl -6.2849 2.1148 -6.5581
14 Cl 0.7721 -1.4031 3.3779
15 Cl -1.9457 -3.4763 4.6443
16 Cl 3.2884 -2.6938 -3.3435
17 Cl 4.2088 -2.0578 -0.0851
18 Cl -2.8466 -1.6298 -6.4288
19 Cl -3.9813 -0.9400 3.5730
20 Cl 4.0345 -2.1184 3.8831
21 Cl -6.9653 -3.3095 4.5568
22 Cl 5.8350 1.1082 1.9928
23 P -0.6471 1.8061 -3.2297
24 P -2.7837 1.6931 -4.0234
25 C 6.3077 1.3545 0.2898
26 C -2.4282 -1.4539 2.8580
27 C -1.2764 4.3956 -2.1678
28 C -5.6193 -3.3945 5.7235
29 C -3.3061 2.3445 1.4803
30 C -5.2615 2.1990 -8.0131
31 C 4.4028 -4.4922 1.1375
32 C -0.1389 3.5149 -2.7278
33 C 2.7181 -4.3319 -3.7483
34 C 1.4805 -2.1663 4.8271
35 C 2.8513 -1.6200 5.1239
36 C -2.6151 3.0379 2.6243
37 C -1.3263 -2.2349 -7.1362
38 C -3.9061 2.7861 -7.7161
39 C -5.9178 -4.3238 6.8702
40 C 6.6527 -0.0627 4.8556
41 C 3.6147 -3.2090 1.1367
42 C 8.0660 0.4513 4.8068
43 C 7.7259 1.8466 0.1628
44 C 1.6027 -4.3045 -4.7614
45 C -4.2666 5.9813 5.8490
46 C -0.9057 -1.4224 -8.3334
47 C 1.3262 0.0077 -3.9696
48 C -2.2167 -2.9416 2.9577
49 C 0.5187 1.2063 -4.5406
50 C -3.7553 4.7730 6.5889
51 H -5.1379 1.1800 -8.3772
52 H -2.6737 4.7966 6.6934
53 H -4.7480 -3.7531 5.1800
54 H -3.3056 3.1788 3.4556
55 H 3.7049 -2.7231 2.1068
56 H -1.3293 -3.2225 2.3956
57 H -4.0903 6.8743 6.4459
58 H 0.8465 -0.9262 -4.2410
59 H 2.4100 -4.8193 -2.8268
60 H -5.4160 -2.3850 6.0703
61 H -2.4520 -1.1582 1.8093
62 H -0.0432 0.8605 -5.4125
63 H -0.9911 5.4366 -2.3041
64 H -2.8170 3.0349 -4.5241
65 H -4.1756 1.5529 -4.4527
66 H 1.2028 1.9882 -4.8688
67 H 8.4137 0.4461 3.7755
68 H -0.8714 -0.3617 -8.0970
69 H -2.2173 4.0057 2.3316
70 H 1.5042 -3.2404 4.6628
71 H 1.8811 -3.7105 -5.6290
72 H 8.7320 -0.1638 5.4067
73 H -1.4713 -3.2813 -7.3921
74 H 4.0899 -5.1127 1.9754
75 H -0.5628 -2.1693 -6.3632
76 H 1.3723 -5.3166 -5.0897
77 H -1.6377 -0.9017 3.3508
78 H 0.3822 4.0561 -3.5191
79 H -3.0688 -3.4919 2.5664
80 H 0.5794 3.3903 -1.9191
81 H -1.3490 4.2020 -1.1026
82 H -5.7935 2.7772 -8.7640
83 H 2.8489 -0.5342 5.1663
84 H 8.0118 1.8618 -0.8874
85 H -3.4289 2.2686 -6.8868
86 H 2.3582 0.0141 -4.3168
87 H -3.1829 1.2749 -2.7253
88 H 5.6025 2.0533 -0.1521
89 H 5.4693 -4.3016 1.2218
90 H -5.0256 -4.4407 7.4830
91 H 3.5705 -4.8715 -4.1581
92 H -5.3313 5.9000 5.6467
93 H -4.2020 4.7400 7.5811
94 H 3.2101 -2.0036 6.0770
95 H 2.5615 -3.3903 0.9364
96 H 0.8056 -1.9595 5.6556
97 H -3.5861 1.3303 1.7551
98 H -3.2705 2.7005 -8.5960
99 H -6.2302 -5.3026 6.5159
100 H 5.9660 0.6098 4.3483
101 H -2.2523 4.2294 -2.6149
102 H -2.3972 0.6987 -4.9620
103 H -4.2043 2.8865 1.1893
104 H 6.5939 -1.0353 4.3727
105 H 0.0835 -1.7389 -8.6602
106 H 1.3396 0.1139 -2.8882
107 H 8.4172 1.2045 0.7031
108 H 6.2052 0.3927 -0.2101

The LUMO energy comes out at 0.26 eV. Its structure (SMILES) is CCP([PH4])CC.ClCCCl.ClCCCl.ClCCCl.ClCCCl.ClCCCl.ClCCCl.ClCCCl.ClCCCl.ClCCCl.ClCCCl.ClCCCl. The calculation puts the HOMO-LUMO gap at 7.03 eV.